Formula: C45H31F10InN8
Source: OMol25
Level of theory: wB97M-V/def2-TZVPD

```
95
Properties=species:S:1:pos:R:3:forces:R:3:mulliken_charge:R:1
In -0.314535 -0.120799 0.496002 -0.17 -0.02 0.43 2.21
F 4.620008 -3.175602 3.624523 0.09 0.01 0.06 -0.37
F 1.613718 1.736410 -1.613346 -0.21 -0.20 -0.21 -0.05
F 0.278976 -3.580094 0.439767 -0.25 0.02 -0.10 -0.50
F 2.709401 -1.388885 3.887363 0.16 0.01 0.00 -0.49
F 2.264147 -5.284583 0.152560 -0.01 -0.05 -0.06 -0.39
F 3.948784 2.888446 -2.088213 0.04 0.00 -0.09 -0.36
F 4.486435 -5.150865 1.741817 0.06 -0.04 -0.02 -0.35
F 3.895914 4.797623 2.204196 0.05 0.06 0.07 -0.33
F 1.617069 3.576352 2.750994 0.01 -0.01 0.05 -0.43
F 5.142462 4.467917 -0.204057 0.04 0.03 -0.01 -0.34
N -2.239525 -1.659148 0.621901 -0.10 0.08 -0.09 0.98
N 0.433263 -1.463316 -1.297803 0.06 0.11 -0.06 1.49
N -0.615507 0.660444 -3.318316 0.12 0.02 0.08 0.18
N -1.587008 0.674219 2.637816 0.01 -0.02 -0.04 1.24
N 2.169774 -0.301808 0.351712 0.16 0.12 -0.02 1.91
N 0.242314 1.999208 0.765379 0.04 -0.07 0.21 0.78
N -1.951779 0.590332 -0.839297 -0.04 0.06 -0.06 0.82
N 0.351761 -1.433948 2.234929 -0.04 -0.03 -0.11 0.41
C -4.162744 0.222265 -1.821240 -0.07 0.02 -0.01 -0.85
C 2.150891 -2.411085 -2.641860 0.02 0.03 0.04 -0.79
C -0.726202 2.695079 1.604343 0.00 0.03 -0.09 -0.60
C -0.970193 1.982372 2.919016 -0.01 -0.05 -0.01 -1.30
C 4.869734 -0.863097 0.398002 0.01 -0.03 -0.04 -1.41
C -0.472318 -1.954084 -2.140369 -0.02 0.05 0.05 -0.50
C -2.376895 4.139943 -1.912280 -0.01 0.00 0.01 -1.06
C -0.134795 -2.716062 -3.243087 0.04 -0.05 -0.03 -0.88
C -3.522340 -3.503431 1.428292 0.04 0.01 0.03 -1.44
C 4.312043 -0.038465 1.360136 -0.04 0.03 0.06 -1.26
C 2.697139 -1.107922 -0.562690 -0.05 0.01 -0.04 0.23
C 3.541740 -3.282902 2.845137 -0.06 -0.01 -0.04 0.26
C -3.282518 -1.291871 -0.171066 0.08 -0.01 0.03 -0.77
C -3.038361 0.830345 2.524620 0.05 0.00 -0.03 -1.21
C 1.204534 -2.946751 -3.496621 -0.05 -0.02 -0.03 -1.21
C -1.091275 1.826891 -2.806121 -0.09 -0.06 0.05 -0.50
C 0.414980 1.897710 -5.100038 -0.01 -0.05 -0.01 -0.98
C -1.540729 4.228099 -2.985902 -0.03 0.00 -0.01 -1.21
C -2.538868 2.915746 -1.231939 0.11 0.04 0.10 -0.46
C -0.900650 3.062426 -3.466710 0.01 0.03 -0.01 1.72
C -5.340310 -0.540461 -1.871449 0.03 0.02 0.00 -0.97
C 2.516377 -2.363798 2.974381 0.01 -0.05 0.04 0.23
C 2.105204 3.449643 1.498712 0.02 0.01 -0.01 0.09
C -1.857026 1.782208 -1.597060 0.00 -0.05 -0.05 -0.63
C 0.158828 -0.813755 3.540069 -0.05 0.10 0.04 -1.00
C 0.093642 0.706508 -4.412400 0.06 0.01 0.01 -0.16
C 2.951022 0.198736 1.304542 0.00 0.02 -0.04 -0.62
C 3.351985 3.091108 -0.910317 0.01 0.00 0.06 0.07
C -4.478847 -2.038308 -0.223787 -0.06 -0.04 0.01 1.42
C 1.359468 -2.358693 2.172002 0.00 0.00 -0.07 -0.28
C -4.567089 -3.170265 0.618100 -0.03 0.02 -0.01 -1.05
C -1.265777 -0.311233 3.673084 0.01 0.01 -0.02 -1.34
C 1.432849 2.646152 0.562554 -0.02 -0.06 -0.23 0.35
C 4.051407 -1.421763 -0.568625 0.04 0.01 0.02 -0.46
C -0.093030 3.068645 -4.627888 -0.03 0.04 0.02 -0.86
C 1.345970 -3.413820 1.235619 0.07 0.04 0.09 -0.10
C 1.730577 -1.676615 -1.541319 0.05 -0.03 -0.05 0.14
C 3.320664 4.062377 1.249693 -0.03 -0.01 -0.04 0.12
C 3.489116 -4.271834 1.884644 -0.05 0.02 0.04 0.82
C 2.128842 2.511041 -0.653105 0.04 0.01 0.17 -0.65
C 3.962711 3.888394 0.040198 -0.05 -0.02 0.03 0.70
C -3.114737 -0.098727 -0.961779 0.07 -0.04 -0.06 0.42
C 2.368189 -4.327041 1.079356 0.02 0.04 0.05 0.20
C -2.359403 -2.712765 1.392987 0.02 -0.01 0.02 -0.33
C -5.525110 -1.647004 -1.089198 0.01 0.00 0.01 -1.01
H -1.425574 0.115747 4.674042 0.01 0.01 0.01 0.41
H 0.097018 4.007890 -5.134706 0.00 0.00 0.01 0.45
H -3.457384 1.250850 3.448926 0.00 -0.01 0.00 0.41
H 3.202304 -2.563294 -2.832146 -0.01 0.01 0.00 0.51
H 4.905041 0.393780 2.153833 0.00 0.00 -0.01 0.60
H 5.928189 -1.088283 0.410356 -0.01 0.00 0.00 0.46
H -0.911498 -3.101786 -3.887717 0.00 0.00 0.01 0.57
H -6.121797 -0.231217 -2.555325 0.00 0.00 0.00 0.41
H -1.505968 -2.938383 2.016189 0.05 -0.03 -0.01 0.49
H -2.912097 5.014045 -1.562945 0.01 0.00 0.00 0.47
H -1.502732 -1.721169 -1.926621 -0.03 0.00 0.01 -0.03
H -3.209741 2.866799 -0.382232 0.02 0.00 0.00 0.45
H -0.443003 3.734042 1.772461 0.01 -0.01 0.04 0.80
H 0.449148 -0.246625 -4.797633 -0.01 0.00 0.00 0.33
H -3.505098 -0.133780 2.340288 -0.01 -0.05 -0.04 0.34
H -1.387418 5.167821 -3.502648 0.01 0.00 0.01 0.41
H -0.022725 1.831632 3.433092 0.01 0.01 -0.02 0.44
H 4.463506 -2.101391 -1.299284 0.00 0.00 0.01 0.47
H 0.854636 0.013909 3.731993 -0.05 -0.02 0.02 0.40
H -5.476482 -3.760032 0.608970 0.01 0.00 0.00 0.43
H -1.953138 -1.150792 3.561551 0.00 0.00 -0.01 0.35
H 0.330231 -1.536792 4.344829 -0.04 0.00 -0.02 0.65
H 2.456541 0.794994 2.060886 -0.01 0.03 -0.01 0.35
H 1.029892 1.862567 -5.989175 0.00 -0.01 0.01 0.42
H -1.676304 2.729591 1.069401 -0.05 0.03 -0.06 -0.45
H -4.073217 1.089546 -2.460345 -0.01 -0.02 0.00 0.59
H 1.513559 -3.529886 -4.354626 0.00 0.00 0.01 0.45
H -3.285396 1.491828 1.695949 0.00 0.00 -0.02 0.15
H -1.621504 2.567986 3.582778 -0.01 0.01 0.00 0.47
H -6.438980 -2.225400 -1.123627 0.01 0.00 0.00 0.43
H -3.564373 -4.360034 2.086918 0.00 0.00 -0.01 0.53
```
Positions in Å, forces in eV/Å.

Output
Relative energy (zero: lowest compared OMol25 entry of this formula, charge and spin)   0.000 eV
E_LUMO   -0.413 eV
Calculated total energy   -3360.2921 Eh
Kohn-Sham gap   0.2448 Eh

=====

Formula: C4H14N2O
Source: OMol25
Level of theory: wB97M-V/def2-TZVPD

```
21
Properties=species:S:1:pos:R:3:forces:R:3:mulliken_charge:R:1
O -0.753510 -2.819940 1.528990 -0.08 0.23 -0.25 -0.83
N 1.558102 2.460950 -0.862693 0.10 -0.49 -0.90 -0.69
N -1.306048 -0.525055 0.887778 0.83 0.33 0.14 -0.43
C 1.047061 0.163301 -2.002418 -1.80 -2.86 -0.63 -0.71
C -1.262936 -0.157079 2.304921 -0.49 0.13 -0.50 -0.92
C -0.194742 -0.139112 -1.262737 0.09 1.26 0.40 -0.42
C -0.056684 -0.205861 0.258445 0.18 0.29 0.45 -0.54
H -0.702576 -1.029681 -1.656436 0.26 -0.23 0.01 0.34
H 0.831121 0.233395 -3.068400 0.47 0.93 0.01 0.35
H -2.207601 -0.459212 2.751953 0.05 0.06 0.13 0.32
H -0.919985 -3.594158 0.978187 -0.09 0.08 -0.02 0.21
H 1.916374 -0.459357 -1.791065 0.34 0.65 0.45 0.40
H -1.140768 0.926830 2.392031 0.04 -0.02 0.09 0.36
H 0.974756 3.127533 -1.372541 -0.04 0.03 0.08 0.29
H 2.509138 2.693891 -1.157540 0.01 0.08 0.18 0.32
H -1.311764 -1.634085 0.948610 -0.10 -1.03 0.08 0.44
H -0.451444 -0.672111 2.826269 0.07 0.01 0.00 0.33
H 0.739762 -0.908192 0.551359 -0.08 -0.21 -0.16 0.30
H 0.259774 0.780643 0.612054 0.19 0.00 -0.04 0.49
H 1.383907 1.534063 -1.432948 0.24 1.01 0.84 0.16
H -0.911938 0.683237 -1.433818 -0.19 -0.26 -0.38 0.24
```
Positions in Å, forces in eV/Å.

Output
Relative energy (zero: lowest compared OMol25 entry of this formula, charge and spin)   8.131 eV
E_LUMO   -3.663 eV
Calculated total energy   -345.2774 Eh
Kohn-Sham gap   0.1269 Eh